# C43H44BiN12O7

A molecular structure, C43H44BiN12O7 (ωB97M-V with the def2-TZVPD basis set, OMol25).

The strongest force on any atom comes out at 1.77 eV Å⁻¹. Its HOMO energy is -9.935 eV. Its total energy is -83352.753 eV. The value obtained for the gap between HOMO and LUMO is 7.542 eV. The value obtained for the molar mass is 1049.88 g mol⁻¹. Its charge is +1.

The geometry in XYZ format:
```
107
Properties=species:S:1:pos:R:3:forces:R:3
H 2.80858 1.97614 0.58054 0.125 0.215 -0.058
N -1.46532 -1.40746 -3.08106 -0.247 -1.265 -0.438
H -4.55412 2.98974 -0.82106 0.051 -0.104 -0.004
H -1.49782 6.28034 3.10344 -0.034 -0.058 -0.060
C 0.11538 1.28464 -4.89566 0.248 0.821 -0.099
N 1.25748 0.51924 0.76324 -0.197 0.025 0.046
C -2.31512 4.11494 0.00394 0.087 0.052 -0.040
H -3.18042 4.16514 0.67484 0.115 0.066 -0.043
N -4.83792 1.22504 1.09444 0.085 -0.236 0.053
H -4.33672 -6.08196 -0.36316 0.016 -0.062 0.011
O -2.50332 3.08414 -0.94936 0.281 -0.153 0.242
C 4.54398 -3.64206 -1.46226 0.020 -0.018 0.050
C 2.11908 1.45434 1.21324 -0.084 -0.183 0.388
H 1.26488 2.57524 -7.82806 -0.039 -0.044 -0.073
H -0.15952 -0.59146 1.88054 -0.365 -0.226 0.183
H 6.18328 -5.96466 1.16584 0.057 -0.153 0.043
C 0.76908 -2.12386 -1.16226 0.377 0.038 -0.134
H -2.66572 5.82724 1.86724 -0.071 0.029 0.008
C -2.31182 -4.00806 -2.10686 -0.043 0.183 0.021
C 4.94708 -4.26196 0.83154 -0.071 0.205 -0.578
C -1.48892 4.91254 -3.48926 -0.192 0.073 0.194
H -6.87222 1.42224 1.38524 0.026 0.013 -0.060
H 4.60498 -1.88106 -2.70276 -0.227 -0.042 -0.001
O -2.58462 1.14754 1.00754 0.491 0.093 -0.045
O -2.22352 -0.58326 -1.08296 0.287 0.553 0.245
H -3.71892 1.61764 -1.58066 -0.152 0.007 -0.006
H 5.44598 -4.92606 -2.92236 -0.015 -0.041 -0.141
C 1.61998 -0.54146 6.34254 -0.019 0.011 -0.137
O -0.16372 2.53044 -2.85886 -0.222 -0.493 0.489
H 3.79078 -2.56656 0.23644 -0.105 0.038 0.020
H 0.71568 0.40664 -6.76516 0.006 -0.101 -0.058
C -3.86092 -2.76536 -0.74926 0.107 0.076 -0.050
C -3.90972 -5.16006 -0.73126 -0.070 -0.006 -0.048
C 3.14748 -2.39676 6.21644 0.041 0.004 -0.275
H -2.34242 4.40394 -3.94916 0.017 -0.008 -0.040
C 1.61408 -0.41956 4.95654 0.059 -0.043 0.079
C 0.52938 3.72114 -6.17186 -0.215 -0.074 0.342
H 0.94728 1.61374 4.78894 -0.129 -0.108 -0.105
N 1.73428 -2.93856 -1.48206 -0.081 -1.053 0.223
H -5.09862 0.74934 3.12404 -0.033 -0.029 0.037
H -1.48612 -4.01066 -2.79786 0.155 -0.044 -0.130
C 0.38088 4.69424 2.61364 0.279 -0.226 -0.026
C 3.14258 -2.28296 4.82914 -0.380 0.459 0.065
H 2.37138 -1.59986 8.03844 0.008 -0.006 0.094
C -1.60882 5.98604 2.05984 -0.212 0.201 -0.168
H -2.23562 5.06814 -0.53686 -0.074 -0.109 0.120
C 0.85068 2.53294 -6.83226 0.056 -0.057 -0.048
H -1.73642 5.96364 -3.34576 -0.034 -0.048 0.015
C -4.41822 -3.94466 -0.29716 -0.055 -0.037 0.064
C -3.64852 1.51954 0.53814 -0.375 0.287 -0.043
C 5.30648 -4.73136 -1.86956 -0.096 0.222 -0.003
H 3.75498 -3.15586 6.68164 0.040 -0.094 0.079
N 2.03938 1.65264 2.50454 0.743 0.529 0.338
C -6.11872 1.75254 0.67354 -0.183 0.249 -0.300
H 2.39928 -1.23316 3.13154 0.014 0.042 -0.078
C 4.37108 -3.40946 -0.10816 0.191 -0.101 0.111
H -1.27272 4.42614 -2.53716 0.011 0.157 -0.182
H 1.02848 0.13684 6.93914 -0.064 0.092 0.113
C -4.87782 0.26164 2.17334 0.249 -0.203 0.203
C 5.73168 -5.33536 0.41704 -0.130 0.147 0.059
C 0.61588 0.14264 1.84904 0.159 0.220 0.082
H 1.01698 5.56474 2.44684 0.013 0.041 -0.009
C 0.57918 1.33514 -6.23026 0.000 0.006 0.122
H -5.64212 -0.48686 1.96444 -0.007 -0.011 0.042
H 0.92178 3.79654 2.32464 -0.012 0.142 0.114
C 3.92128 -3.17106 3.99864 0.611 -0.735 0.101
C 5.90478 -5.56216 -0.93436 0.034 0.018 0.041
H -0.29192 0.39314 4.39394 0.088 0.142 -0.073
H -1.25502 6.81074 1.43474 -0.043 0.049 0.037
H 3.75758 -3.26906 -3.41656 0.008 0.144 0.086
C 4.71598 -4.03346 2.23864 0.263 -0.355 0.874
C -2.80092 -2.78776 -1.65126 -0.118 -0.371 0.220
Bi -0.60452 0.95754 -1.31096 -0.001 0.660 0.499
N 4.70118 -4.14576 4.36224 -0.866 0.972 1.159
O -0.24712 3.01244 0.58314 0.061 -0.260 -0.425
O 3.88748 -3.04476 2.64924 -0.008 0.010 -0.008
C 3.92578 -2.71376 -2.48806 0.597 -0.519 -0.241
C -3.68012 2.33454 -0.75626 -0.247 0.064 -0.018
H -5.23122 -3.91416 0.41494 -0.064 -0.047 -0.010
N -0.85092 -0.20496 -3.23726 -0.080 0.912 -0.682
N 1.04198 -0.84476 -1.50066 0.211 -0.004 -0.389
C 2.24338 -0.90136 -2.04676 -0.243 -0.002 0.146
H 0.66208 4.67014 -6.66586 -0.034 0.173 -0.028
C -0.03392 2.49084 -4.15386 0.335 0.216 -0.641
C 0.01328 3.71504 -4.89056 -0.054 -0.258 -0.098
N -0.83212 4.79054 1.82454 0.126 -0.066 0.163
C -2.86252 -5.18826 -1.64076 -0.024 -0.115 0.037
N 2.66968 -2.16546 -2.03626 -0.361 0.702 0.085
C 0.76708 0.65354 4.29784 -0.004 -0.168 0.668
O -0.36912 4.90844 -4.35366 0.521 -0.072 -0.001
N 5.20258 -4.69176 3.25054 0.426 -0.404 -1.670
H -2.45932 -6.13576 -1.96746 0.001 -0.048 -0.057
H 2.78688 -0.06136 -2.42436 0.279 0.157 -0.187
H 6.50538 -6.39456 -1.26456 0.057 -0.091 -0.045
N 1.07458 0.82044 2.90764 -0.322 -0.159 -0.748
H -4.22242 -1.80886 -0.40456 -0.052 0.074 0.109
C 2.37608 -1.29736 4.20864 0.039 -0.054 0.070
C -0.34532 0.04074 -4.41046 -0.519 -0.558 0.329
C -2.13072 -1.52146 -1.97556 0.069 0.112 -0.592
H -0.12412 -2.43516 -0.66226 -0.231 -0.168 0.079
C 2.37828 -1.52236 6.96224 -0.035 0.047 0.025
H 0.12908 4.64354 3.67384 -0.015 0.018 0.009
H -0.39222 -0.77086 -5.13576 -0.024 -0.099 0.122
H -6.12222 2.84324 0.67684 -0.051 -0.004 -0.012
H -3.90342 -0.21626 2.23494 -0.088 -0.046 0.087
H -6.40482 1.39914 -0.31926 -0.054 -0.001 0.020
C -1.03342 3.91424 0.82394 -0.372 0.273 0.144
```
Forces are in eV/Å.



# C26H31ClN3O6S

2 unconnected molecules or ions with the total composition C26H31ClN3O6S (ωB97M-V with the def2-TZVPD basis set, OMol25).

The strongest force on any atom comes out at 5.16 eV Å⁻¹. Its HOMO energy is -2.856 eV. Its total energy is -67579.368 eV. The value obtained for the gap between HOMO and LUMO is 4.468 eV. The value obtained for the molar mass is 549.07 g mol⁻¹. Its charge is -1.

The geometry in XYZ format:
```
68
Properties=species:S:1:pos:R:3:forces:R:3
C 1.61905 0.14837 4.85586 0.047 0.013 0.083
H -6.65063 1.21784 6.11046 -0.167 0.048 -0.030
C -2.20642 4.48471 -1.61565 -0.046 0.144 -0.230
C 5.25281 1.03477 4.51223 0.248 0.154 0.107
C -0.17883 3.01256 -1.27519 -0.445 0.394 2.564
Cl -2.10239 1.36308 0.70396 1.735 -1.311 -1.269
C -3.40604 1.85007 1.56402 -4.153 0.760 2.959
S -2.14976 4.19981 -4.54282 0.165 0.094 0.408
H -4.67126 0.22476 5.15299 0.240 0.431 -0.240
H 2.77220 1.37394 -1.80786 -0.353 0.077 -0.005
C 3.44211 0.96047 2.84474 -0.597 0.086 -1.567
O 2.28914 2.32153 -3.79043 -1.097 -0.013 0.507
C 2.12811 0.54106 2.46805 0.418 0.589 -0.113
C 3.74990 1.87410 0.60015 -0.992 -0.463 -0.462
H 0.19455 0.10311 3.25425 0.111 -0.100 -0.065
H 4.32433 2.46590 -0.13689 -0.068 -0.607 0.483
H -6.63428 2.60962 5.00745 0.198 -0.527 -0.097
H -7.69764 3.32972 3.04617 0.151 -0.264 -0.218
H -3.09890 3.87401 -1.80334 0.357 0.064 0.375
O -5.69699 2.37952 1.52212 -1.697 0.349 -0.103
H 3.34545 0.34627 6.07717 0.221 -0.004 -0.019
C -7.90869 2.62801 2.22868 -0.530 0.154 0.049
C 1.23915 -0.18130 3.42748 -0.375 -0.274 0.331
C 1.19918 2.51281 -3.24282 1.364 -0.446 -1.414
H -6.97543 0.95129 4.37925 0.456 0.333 0.357
H 5.94335 2.88686 1.68012 0.020 -0.054 -0.050
N 0.11690 2.96608 -4.01218 0.591 0.094 -0.340
C 0.95615 2.28410 -1.82374 0.620 -0.390 0.455
C 5.93342 2.12344 3.68308 -0.130 -0.048 0.158
C 1.61805 0.88864 1.22705 0.284 0.262 -0.731
H 1.31015 -1.27255 3.28902 0.020 0.222 -0.129
H 1.29104 1.17376 5.07668 0.220 -0.187 0.062
O -0.36302 3.02468 -0.06386 0.662 0.912 -1.578
H 5.57321 3.10776 4.01603 -0.013 -0.257 -0.083
N -1.00172 3.78384 -2.13152 -0.475 -0.279 -0.716
C 5.68329 1.95562 2.18993 0.464 0.059 -0.058
H 5.83361 0.08816 4.50064 -0.182 0.198 -0.276
C 0.31408 3.02968 -5.46762 -0.068 0.027 0.071
H -7.89568 1.60120 2.61911 0.161 0.349 -0.238
C -4.56310 2.40158 0.81142 2.892 -0.856 0.505
C 1.96056 1.64985 -1.12156 0.346 1.599 -1.628
C -6.37617 1.53893 5.09971 -0.202 -0.075 0.399
O -4.45243 2.82009 -0.33582 -1.012 0.060 -0.171
H -4.32593 1.92969 5.64696 0.066 -0.307 -0.281
H -2.31031 5.37951 -2.24368 0.087 -0.103 0.463
N 3.87115 0.82580 4.13699 0.430 -0.261 0.701
H 1.10998 -0.52256 5.54917 -0.061 0.072 0.043
H 1.25122 2.52483 -5.70253 -0.248 0.109 0.039
H 6.36773 1.19177 1.78911 -0.154 0.069 0.088
C -4.88289 1.28872 4.94442 -0.123 0.357 -0.787
H -0.55190 2.57352 -5.95667 0.316 0.008 0.069
H -7.35674 2.20148 0.20582 0.477 0.263 0.083
H 0.57644 0.69306 0.94979 0.356 -0.158 0.416
H -6.97318 3.88193 0.75645 0.173 -0.353 -0.166
H -2.12884 4.73702 -0.55212 0.251 -0.379 -0.391
O -2.39125 1.14922 3.61515 -0.315 -0.272 0.799
H 0.33539 4.08423 -5.76760 0.136 -0.283 -0.070
C -6.98506 2.81854 1.04190 0.715 -0.193 0.349
C 3.12429 0.00452 5.06255 -0.474 -0.036 0.324
H -8.92690 2.83518 1.89479 -0.161 0.011 0.016
O -4.61366 1.64907 3.57171 -0.638 -0.306 1.770
H 7.00538 2.08084 3.89342 -0.046 0.117 -0.010
H 5.27267 1.36504 5.55924 -0.112 -0.129 -0.082
C 4.26875 1.58638 1.86008 -0.868 0.107 0.003
C -0.96867 3.63996 -3.50458 -0.223 -0.294 0.490
C -3.40010 1.51071 3.02288 0.927 0.431 -3.250
C 2.41184 1.50199 0.24240 0.180 -0.105 1.504
H 3.42719 -1.06467 5.01843 -0.084 0.320 -0.164
```
Forces are in eV/Å.



# C13H41AsF6O7

A molecular structure, C13H41AsF6O7 (ωB97M-V with the def2-TZVPD basis set, OMol25).

The strongest force on any atom comes out at 4.43 eV Å⁻¹. Its HOMO energy is -9.407 eV. Its total energy is -105617.286 eV. The value obtained for the gap between HOMO and LUMO is 6.083 eV. The value obtained for the molar mass is 498.37 g mol⁻¹.

The geometry in XYZ format:
```
68
Properties=species:S:1:pos:R:3:forces:R:3
H -0.67078 3.28443 -6.01956 0.264 -0.095 0.096
C -0.27339 -6.13539 -2.81206 1.758 -0.988 -0.902
F -2.45907 1.81343 -0.88938 1.541 -0.626 0.618
H -0.45599 -5.22763 -2.23697 0.326 0.260 -0.386
O 5.45948 6.69998 1.33074 0.656 -0.624 -1.592
H -7.63398 1.39092 0.63418 -0.134 -0.100 0.186
As -0.96815 1.44943 0.04886 0.451 1.389 0.455
H 4.59938 6.26159 -0.53619 -0.111 0.603 0.056
H -0.46320 -6.74167 4.22401 0.551 0.470 -0.866
O -2.42537 -6.54330 -3.25221 -4.087 -0.828 1.507
C -9.42840 1.56825 1.44657 2.073 -1.466 -0.340
C -1.28717 -6.34268 -3.93695 1.889 1.015 1.062
H -1.04886 -8.42673 -4.22852 0.254 -0.059 -0.288
O -0.82167 3.79771 -6.81667 0.946 -0.267 0.819
C -8.77480 1.44159 2.80812 -1.007 -0.360 0.774
H -8.70766 2.39103 3.33929 -0.178 -0.104 0.094
C -0.63409 -4.53599 4.53142 0.834 -0.367 -0.924
O 5.63731 0.10082 3.81856 -0.759 1.115 0.820
H -2.01033 -6.03960 3.61314 0.234 0.177 -0.089
H 8.14831 -0.61854 3.54379 0.188 -0.155 0.417
O -8.40365 1.95081 0.50881 -1.181 1.065 -0.486
H -0.01992 -4.51171 5.43159 0.375 -0.260 -0.107
H -10.34671 2.15543 1.44663 0.613 0.774 -0.254
H 6.97841 7.19646 -0.82094 0.789 -0.092 -0.160
F -1.83306 1.97700 1.55158 0.634 -1.048 -1.272
H -2.10360 5.91757 -7.86463 0.479 -0.010 -0.464
H -9.77255 0.58039 1.14030 -0.129 -0.291 0.019
H 7.23362 -1.33979 2.32449 -0.746 -0.391 0.119
O -1.57338 -3.50342 4.68121 -0.926 0.119 0.077
H 3.52478 4.76788 4.93888 0.197 1.142 -0.003
H -2.71703 4.28257 -6.06039 0.155 0.378 0.063
H 7.46071 5.43232 -0.49656 0.480 0.604 0.048
H -2.67029 3.03904 -7.29059 -0.024 -0.497 0.289
H 5.33334 4.95161 0.19627 0.061 -0.018 0.660
H 0.71366 -6.24833 -3.26047 0.466 1.009 0.211
C -2.35600 4.90159 -8.16823 -1.319 0.039 1.209
H 2.82780 3.94286 6.20258 -0.375 0.707 0.883
H 7.77060 -2.37456 3.70476 0.459 -0.004 -0.384
F 0.10339 1.12698 -1.36086 -1.262 0.097 1.219
C -2.19198 3.96095 -6.95982 -0.675 0.144 -2.083
H -1.54677 -6.27573 5.30527 -0.853 0.209 0.143
C -1.08507 -7.52378 -4.83799 -0.076 0.765 -0.709
H -1.94000 -7.54818 -5.51371 -0.231 -0.318 0.157
C 6.70995 6.14038 -0.84745 0.057 0.367 0.592
H -0.24762 -7.35214 -5.51425 0.386 -0.401 0.321
O 3.08446 3.98533 5.27849 -0.368 -0.911 -0.516
C -1.19484 -5.94064 4.32959 -0.554 -0.338 1.604
F 0.47772 1.07885 1.16842 -1.573 0.502 -1.365
H 3.64202 3.22076 5.11677 0.519 -1.075 -0.647
H -0.23191 -6.94860 -2.08744 -0.695 -0.351 -0.043
H 5.40664 -1.85369 4.26403 0.067 -0.435 -0.280
C 6.18301 -1.09155 4.33092 0.455 -1.066 -1.946
H -7.79368 0.97198 2.87876 0.173 0.118 -0.808
F -0.53390 3.17307 -0.14281 0.128 -1.207 0.269
H -1.87513 4.52095 -9.06932 0.352 0.203 0.308
C 7.39826 -1.39636 3.40049 -0.073 -0.196 1.528
H -3.42590 4.92543 -8.37524 -0.174 0.100 -0.210
H -1.40251 -5.37188 -4.41895 0.516 -0.014 -0.973
H -1.39030 -2.82916 4.02284 -0.155 -0.019 0.011
H 6.51240 5.87709 -1.88656 -0.366 0.019 0.097
H -2.35088 -6.03908 -2.43869 -0.508 -0.078 0.044
H 5.20704 -0.18138 3.00811 -0.132 0.315 -0.142
F -1.44274 -0.23573 0.10962 0.239 0.918 0.245
H 5.64489 7.60535 1.07088 -0.018 0.365 0.415
H 6.39945 -1.11953 5.39886 0.446 0.932 -0.091
C 5.49501 6.01742 0.03506 -1.591 -1.272 -0.040
H -9.39718 0.70343 3.31395 -0.221 0.374 0.808
H -0.04216 -4.30589 3.64554 0.490 0.036 0.128
```
Forces are in eV/Å.